No. 1
15
Properties=species:S:1:pos:R:3 method="wB97M-V/def2-TZVPD" e_homo_ha=-0.489 e_lumo_ev=-10.26 charge=+1 homo_lumo_gap_ev=3.0 largest_force_ev_per_a=4.48 multiplicity=1
C 1.00415 0.72722 1.46688
C -0.26418 1.43138 1.03520
C -0.48013 1.27155 -0.41238
S -0.20227 -0.42695 -0.93550
N 0.68563 -0.61660 1.93148
H 1.37081 1.08418 2.49560
H 1.83109 0.89983 0.71698
H -1.10778 1.11989 1.68118
H 0.04295 2.44285 1.43764
H -1.49584 1.82977 -0.64594
H 0.06751 1.89981 -1.16032
H -1.29062 -4.81975 -5.64026
H 1.50345 -1.18906 2.32458
H 0.17776 -1.11616 1.04007
H -1.84254 -4.53796 -5.33520


No. 2
19
Properties=species:S:1:pos:R:3 method="wB97M-V/def2-TZVPD" e_homo_ha=-0.513 e_lumo_ev=-2.95 charge=+1 homo_lumo_gap_ev=11.0 largest_force_ev_per_a=2.37 multiplicity=1
C -1.72644 -0.15098 0.65316
N -1.51589 -0.52494 -0.74695
C -0.38822 0.55581 1.11105
N 0.71201 -0.26132 0.61149
H -1.97053 -1.04089 1.22532
H -2.44522 0.64436 0.84155
H -2.32773 -1.05246 -1.06217
H -1.50740 0.35055 -1.27871
H -0.38668 0.68361 2.18804
H -0.45812 1.52751 0.62945
H 1.47887 0.26892 0.21780
H 1.05921 -0.96343 1.28874
H 0.31261 -0.86073 -0.14430
H -0.18259 -2.84652 2.62656
H 0.57196 -2.00773 3.59923
O 0.54781 -2.21089 2.65419
H 2.05237 2.45361 -4.95330
H 2.42657 3.30751 -3.77149
O 1.91450 2.53348 -4.00633


No. 3
52
Properties=species:S:1:pos:R:3 method="wB97M-V/def2-TZVPD" e_homo_ha="-0.321 / -0.320" e_lumo_ev="-5.15 / -5.17" charge=+1 homo_lumo_gap_ev="3.6 / 3.5" largest_force_ev_per_a=6.31 multiplicity=1
C 0.21440 -6.47573 -3.35609
C 1.53476 -6.36059 -2.88433
H -0.09863 -5.58884 -3.91563
H -0.56243 -6.52113 -2.59097
C 2.72060 -5.84001 -2.11584
C 3.20962 -4.73762 -1.35951
H 2.48400 -3.89272 -1.49233
H 2.85597 -4.92019 -0.32374
C 1.83946 -7.60845 -3.77368
H 0.90394 -7.87612 -4.33160
H 2.10629 -8.49963 -3.17827
H 2.60455 -7.39105 -4.54046
C 3.89974 -6.79997 -2.18012
H 4.30017 -6.80061 -3.18122
H 3.63817 -7.79949 -1.87792
H 4.67417 -6.42177 -1.50712
Na 0.19799 0.35845 0.74124
O 0.25812 -1.77454 0.04054
C -0.21828 -2.87090 0.49753
O 0.14099 -1.03595 2.61272
C 0.28112 -2.24071 2.75755
O 0.42537 -2.84138 3.93491
N 0.27087 -3.23608 1.74171
C 0.44921 -4.29562 3.77315
C 0.45649 -4.58040 2.28321
H -0.46029 -4.70007 4.23768
H 1.33933 -4.67090 4.29113
H -0.33687 -5.26181 1.97783
H 1.41908 -5.01718 1.97729
C -1.22607 -3.74293 -0.37662
C -1.22878 -3.09271 -1.61746
H -0.51410 -4.63084 -0.30835
H -0.19420 -3.15787 -2.18513
H -1.72259 -3.74340 -2.41309
N 3.35759 1.53008 -1.12164
C 2.22162 2.20435 -1.39293
N 1.02513 1.87111 -0.98416
C 0.04965 2.73932 -1.48678
C 0.56821 3.77864 -2.25439
S 2.28335 3.68148 -2.38128
C -1.33858 2.46733 -1.20816
C -2.45824 3.17380 -1.65107
S -3.92218 2.43780 -1.11310
C -2.93995 1.18629 -0.32464
N -1.65374 1.35334 -0.43498
N -3.51716 0.14112 0.34004
H 4.22007 1.87624 -1.53252
H 3.32224 0.63123 -0.66689
H -0.03912 4.54995 -2.71373
H -2.40796 4.07142 -2.25673
H -4.52057 0.07400 0.34461
H -2.92677 -0.60141 0.67775


No. 4
30
Properties=species:S:1:pos:R:3 method="wB97M-V/def2-TZVPD" e_homo_ha=-0.340 e_lumo_ev=-1.08 homo_lumo_gap_ev=8.2 largest_force_ev_per_a=0.37 multiplicity=1
Pd 0.92814 0.49434 -0.10182
F 1.15760 -5.45274 1.74472
C 1.41707 -4.13775 1.81252
F 2.74965 -3.99028 1.82553
F 0.95358 -3.69495 2.98990
C 0.79431 -3.39662 0.66187
C 0.10299 -4.05256 -0.34000
C -0.45393 -3.34186 -1.39910
C -0.29515 -1.97237 -1.43211
N 0.36696 -1.35603 -0.45683
C 0.90944 -2.01031 0.58016
S 1.66577 -0.81996 1.61525
H -0.00211 -5.12777 -0.29343
H -0.99663 -3.84467 -2.18479
H -0.68250 -1.34663 -2.22476
F -0.30075 2.74520 2.56801
C 0.24863 3.84501 2.06480
F -0.63072 4.83478 2.09742
F 1.31452 4.17253 2.78279
S 0.79782 3.54220 0.33085
O 1.69005 2.36849 0.43968
O 1.42267 4.73003 -0.13598
N -0.59247 3.16399 -0.28375
S -0.74408 2.55632 -1.72000
O 0.03424 1.30232 -1.86011
O -0.68295 3.44000 -2.82963
C -2.48148 1.95681 -1.57909
F -2.79281 1.33858 -2.71553
F -3.31235 2.96543 -1.38100
F -2.58550 1.08847 -0.57555


No. 5
17
Properties=species:S:1:pos:R:3 method="wB97M-V/def2-TZVPD" smiles=C1C[C@]2(CO2)[C@@H]2N[C@@H]12 e_homo_ha=-0.314 e_lumo_ev=0.76 homo_lumo_gap_ev=9.3 largest_force_ev_per_a=5.34 multiplicity=1
C 0.69129 -1.21475 0.90584
C 1.07333 -0.65344 -0.50251
C -0.19296 0.33480 -0.84822
C -0.02494 1.76502 -1.10447
O -0.72029 0.72889 -2.06005
C -1.12046 -0.44566 0.12324
N -1.66965 -0.17325 1.40056
C -0.30837 -0.17400 1.35296
H 1.62162 -1.43513 1.31258
H 0.08767 -2.17492 0.83557
H 1.88866 0.04866 -0.67391
H 1.23609 -1.53685 -1.29020
H 1.02158 2.26154 -1.15807
H -0.81913 2.58512 -0.66735
H -1.04091 -1.41748 -0.35574
H -1.82719 0.78872 1.54839
H 0.10365 0.71274 1.18137


No. 6
121
Properties=species:S:1:pos:R:3 method="wB97M-V/def2-TZVPD" e_homo_ha=-0.454 e_lumo_ev=-2.84 charge=+1 homo_lumo_gap_ev=9.5 largest_force_ev_per_a=1.47 multiplicity=1
C 2.26556 -1.61136 -1.14682
N 1.44969 -0.90237 -2.19745
C 1.04746 0.46649 -1.71049
C -0.39844 0.61064 -1.20430
C -1.31627 -0.63209 -1.24067
C -0.65274 -1.96784 -1.60290
Br -2.09220 -3.15305 -2.17364
C 0.32424 -1.74009 -2.71965
H 1.79149 -1.46466 -0.18182
H 2.32396 -2.66132 -1.40558
H 3.24606 -1.15500 -1.09413
H 2.09205 -0.75872 -2.97544
H 1.74293 0.72620 -0.92233
H 1.22468 1.18535 -2.50407
H -0.88229 1.39074 -1.78067
H -0.34236 0.95716 -0.17842
H -1.83057 -0.74172 -0.29252
H -2.09987 -0.47046 -1.97505
H -0.21394 -2.38858 -0.70575
H 0.74577 -2.67980 -3.06346
H -0.13960 -1.20153 -3.54027
C -0.14711 1.96898 -5.96828
C -0.90260 3.23721 -6.29506
O -1.96534 3.21133 -5.32628
C -1.57457 2.46746 -4.28793
O -2.15892 2.38795 -3.24893
O -0.41913 1.80612 -4.56242
H 0.92180 2.05041 -6.14565
H -0.53488 1.09969 -6.50208
H -0.30792 4.13654 -6.14137
H -1.30399 3.25114 -7.30332
C -0.22917 -3.77968 3.52748
C -0.98276 -3.39940 2.27936
O -0.45709 -2.10308 1.95987
C 0.77202 -2.01448 2.50889
O 1.54966 -1.14690 2.23416
O 1.00609 -3.03675 3.34890
H -0.03554 -4.83906 3.60912
H -0.72563 -3.43758 4.43471
H -0.76786 -4.06475 1.44031
H -2.05685 -3.35721 2.43364
C 3.13806 1.59971 3.00014
C 3.34538 2.18540 1.62394
O 2.63835 3.42864 1.71179
C 2.58185 3.78852 3.02096
O 2.21028 4.84457 3.41334
O 2.99809 2.76974 3.81503
H 3.97639 0.99523 3.33585
H 2.22371 1.01140 3.06466
H 4.39266 2.38579 1.40101
H 2.92501 1.55932 0.83748
C -0.73806 7.83227 -4.82888
C 0.35820 8.74570 -5.33018
O 1.03876 7.91397 -6.28041
C 0.17102 6.97082 -6.70722
O 0.36952 6.23261 -7.62155
O -0.95358 6.97294 -5.95753
H -1.65254 8.35450 -4.56692
H -0.41751 7.22436 -3.98000
H -0.03195 9.62294 -5.84799
H 1.04028 9.06817 -4.54819
C -4.55094 0.55837 -2.85155
C -5.69740 1.54168 -2.78104
O -6.79649 0.69851 -2.40956
C -6.30366 -0.39924 -1.78986
O -6.95450 -1.21205 -1.21974
O -4.95112 -0.44521 -1.91207
H -3.59768 0.99057 -2.56945
H -4.45612 0.09783 -3.83888
H -5.55211 2.29638 -2.00666
H -5.89825 2.03763 -3.72650
C 0.60199 -7.98550 6.96972
C -0.27036 -7.07898 7.80541
O -0.78460 -6.16704 6.81666
C -0.73292 -6.77350 5.61932
O -1.23718 -6.34030 4.62432
O -0.03849 -7.92472 5.68277
H 0.63297 -9.00836 7.33310
H 1.62073 -7.61237 6.87131
H -1.10839 -7.61206 8.25827
H 0.27347 -6.54753 8.57244
C 7.58256 -0.30982 3.46087
C 8.72460 0.67701 3.57547
O 8.47679 1.55442 2.47179
C 7.16586 1.49179 2.16308
O 6.61391 2.22670 1.40808
O 6.56157 0.47748 2.83392
H 7.23897 -0.68325 4.42187
H 7.82267 -1.15383 2.81205
H 8.68770 1.25598 4.49925
H 9.70343 0.21508 3.48252
C 4.76643 -4.62782 7.39729
C 3.57467 -3.69336 7.38653
O 2.50875 -4.56205 7.78670
C 3.04313 -5.59314 8.48101
O 2.40385 -6.39443 9.08658
O 4.38940 -5.59210 8.38626
H 5.69538 -4.13937 7.67861
H 4.90496 -5.14056 6.44365
H 3.66487 -2.88950 8.11855
H 3.36999 -3.26512 6.40850
C -5.00101 -6.50871 -3.06879
C -3.49779 -6.54159 -3.25070
O -3.31959 -7.62758 -4.15848
C -4.47822 -7.79470 -4.85248
O -4.60196 -8.49967 -5.79631
O -5.46615 -7.03642 -4.31324
H -5.39547 -5.50836 -2.90705
H -5.33801 -7.15939 -2.26019
H -3.11167 -5.63061 -3.71468
H -2.95873 -6.72619 -2.32422
C -5.21290 9.56355 -1.47321
C -4.12361 10.49192 -1.96632
O -3.42512 9.66517 -2.90675
C -4.27806 8.70171 -3.33733
O -4.05583 7.96450 -4.24354
O -5.40796 8.69812 -2.59799
H -6.13681 10.07799 -1.22457
H -4.89603 8.96274 -0.61923
H -4.52039 11.36191 -2.49129
H -3.45278 10.82492 -1.17914


No. 7
104
Properties=species:S:1:pos:R:3 method="wB97M-V/def2-TZVPD" e_homo_ha="-0.435 / -0.488" e_lumo_ev="-6.03 / -10.70" s2=3.76 charge=+2 homo_lumo_gap_ev="5.8 / 2.6" largest_force_ev_per_a=4.47 multiplicity=4
Y 26.56437 -31.42466 23.05395
Pd 29.40127 -29.46859 24.36259
O 27.18362 -29.37412 24.32395
C 26.08323 -28.73368 24.88102
C 24.69675 -29.57606 24.93343
O 24.58452 -30.84568 24.27322
H 25.98599 -27.85808 24.23918
H 26.14027 -28.33257 25.89293
H 23.82850 -28.95016 24.72728
H 24.59197 -29.80342 25.99429
C 23.47006 -27.71324 21.63713
C 23.43283 -26.51912 22.58864
C 23.29790 -25.15803 21.83487
O 24.52068 -24.87644 21.02341
C 25.54517 -24.25955 21.76838
N 22.34168 -26.67444 23.58495
H 24.31958 -27.73870 20.95466
H 22.60607 -27.75187 20.97371
H 23.48605 -28.65492 22.18585
H 24.42582 -26.63392 23.02326
H 23.13653 -24.34345 22.54093
H 22.52683 -25.13888 21.06468
H 26.29651 -23.95120 21.04139
H 26.25603 -24.77257 22.41614
H 25.28956 -23.28709 22.18921
H 22.64228 -27.43614 24.17617
H 21.55188 -27.06286 23.08953
C 30.29092 -25.92110 23.17825
C 29.30671 -26.86563 22.46107
C 28.84415 -26.41411 21.09383
O 27.63252 -27.13527 20.72849
C 27.07538 -26.69563 19.48745
N 29.79726 -28.24978 22.41693
H 31.27048 -25.88103 22.70186
H 30.50314 -26.20171 24.20990
H 29.90022 -24.90357 23.18818
H 28.40912 -26.97627 23.06951
H 29.56022 -26.64860 20.30621
H 28.47979 -25.38707 21.11707
H 27.82462 -26.59087 18.70275
H 26.51932 -25.76056 19.55477
H 26.41350 -27.40633 18.99255
H 30.60140 -28.12674 21.81833
H 29.25063 -28.73689 21.72122
C 26.69264 -24.88499 25.64374
C 27.95131 -24.03780 25.67299
C 27.77970 -22.58680 25.11591
O 27.21916 -22.57237 23.86043
C 26.86924 -21.26373 23.47227
N 28.39554 -23.98827 27.06344
H 26.21383 -25.03132 24.67553
H 25.89535 -24.47979 26.26682
H 26.92743 -25.91977 25.89315
H 28.77298 -24.46380 25.09724
H 28.74702 -22.09552 25.01086
H 27.21573 -21.99764 25.83904
H 26.19838 -21.24812 22.61332
H 27.75205 -20.72412 23.12938
H 26.41227 -20.65332 24.25116
H 27.71809 -23.44269 27.57675
H 29.19041 -23.36525 27.05207
C 28.04480 -29.50328 29.77113
C 28.30547 -30.86907 29.13678
C 28.32982 -32.00643 30.21248
O 29.48860 -31.80830 31.10429
C 29.76294 -33.01753 31.79238
N 27.43098 -31.13582 28.07511
H 27.44517 -29.61573 30.67440
H 27.55735 -28.81068 29.08499
H 28.97095 -29.05909 30.13590
H 29.32407 -30.82489 28.75129
H 28.38868 -32.99830 29.76435
H 27.42987 -32.10476 30.81955
H 30.43728 -32.75379 32.60712
H 30.30382 -33.78453 31.23807
H 28.90310 -33.50035 32.25676
H 26.72163 -31.75541 28.43986
H 26.80381 -30.37105 27.87046
C 22.61141 -28.32741 30.57099
C 24.04484 -28.05375 30.14528
C 24.19054 -27.78064 28.63875
O 23.38739 -26.62926 28.20436
C 23.33602 -26.58009 26.79071
N 24.60615 -26.94775 30.91006
H 22.08854 -27.39093 30.37681
H 22.65500 -28.59175 31.62756
H 22.08880 -29.14133 30.06848
H 24.63145 -28.94815 30.35508
H 23.83773 -28.66603 28.10987
H 25.20548 -27.55011 28.31496
H 22.73923 -27.39142 26.37396
H 24.31594 -26.65789 26.31974
H 22.92840 -25.63324 26.43657
H 24.15766 -26.08164 30.64774
H 24.29750 -27.05599 31.86563
O 21.78807 -31.80991 23.94558
H 22.59774 -31.38221 24.22441
H 21.81372 -31.77224 22.98947
O 24.77903 -31.55423 21.43112
H 23.91693 -31.19309 21.22472
H 25.00329 -32.08986 20.67018
O 24.15635 -32.42813 26.73032
H 24.29177 -31.63174 26.21683
H 23.96703 -33.10401 26.07951


No. 8
33
Properties=species:S:1:pos:R:3 method="wB97M-V/def2-TZVPD" e_homo_ha="-0.529 / -0.529" e_lumo_ev="-8.05 / -8.04" s2=0.75 charge=+2 homo_lumo_gap_ev="6.3 / 6.4" largest_force_ev_per_a=4.89 multiplicity=2
C -0.96451 -1.89740 -1.83225
C 0.02114 -0.74982 -1.75789
H -0.41660 -2.82610 -2.07916
H -1.74840 -1.74204 -2.59967
H -1.47740 -2.04390 -0.85789
O 0.47866 -0.49704 -0.58498
I 1.02963 2.51093 -0.55226
Ce -0.72664 0.42363 1.34519
P 0.10882 0.34990 -3.23620
C 1.77817 0.93383 -3.56024
C -0.30284 -0.75232 -4.59491
H -2.01930 1.16348 -2.55741
H -1.49607 1.88570 -4.12344
H -0.78264 2.47294 -2.58005
C -1.17590 1.59200 -3.11367
H -1.34219 -1.08855 -4.53013
H -0.16467 -0.22513 -5.54321
H 1.77837 1.29357 -4.60198
H 2.50412 0.10923 -3.43666
H 0.35783 -1.62531 -4.55774
H 2.05917 1.76663 -2.88531
C 1.92983 0.17249 1.99737
O 3.01752 -0.12612 1.77607
Cl -3.08124 0.34002 0.31205
C 0.76683 0.29228 6.62245
C -0.43304 -0.56236 6.12158
C -0.53840 -0.52550 4.68575
N -0.60813 -0.38350 3.53614
H 1.71827 -0.04133 6.17865
H 0.85543 0.22991 7.71285
H 0.62121 1.35168 6.35248
H -0.35574 -1.62147 6.41764
H -1.39127 -0.18033 6.52686


No. 9
96
Properties=species:S:1:pos:R:3 method="wB97M-V/def2-TZVPD" e_homo_ha=-0.049 e_lumo_ev=3.65 charge=-2 homo_lumo_gap_ev=5.0 largest_force_ev_per_a=0.71 multiplicity=1
Na 0.48310 1.15142 0.38737
C 0.23442 -0.27636 -3.36293
C 0.33417 -1.09972 -2.08226
C -0.92991 -1.92327 -1.87275
P 1.80263 -2.21156 -2.16274
C 3.23723 -1.05234 -1.84724
C 3.69643 -0.85297 -0.41034
C 4.42154 -1.50725 -2.70456
C 1.63615 -3.33727 -0.74140
C 1.84098 -4.67041 -1.10734
C 1.73060 -5.73705 -0.23516
C 1.35240 -5.44823 1.07579
C 1.13537 -4.15669 1.48449
C 1.28126 -3.01987 0.62060
N 1.02067 -1.76374 1.05699
C 1.22225 -1.52169 2.40698
C 2.41893 -1.94757 3.02889
C 2.66093 -1.77708 4.37082
C 1.70303 -1.17576 5.18181
C 0.55505 -0.68910 4.58508
C 0.30666 -0.79642 3.21482
P -1.05347 0.05760 2.34152
C -1.65401 1.56923 3.27937
C -1.16258 2.81500 2.54047
C -1.45227 1.78269 4.77984
C -2.50875 -1.07914 2.49831
C -2.94744 -1.38220 3.92661
C -2.23245 -2.36925 1.73945
H -0.64315 0.37284 -3.33550
H 0.14757 -0.93706 -4.23107
H 1.10679 0.36220 -3.51267
H 0.42713 -0.43689 -1.22928
H -1.15997 -2.51655 -2.76273
H -1.76772 -1.25986 -1.65069
H -0.82263 -2.60415 -1.03049
H 2.88510 -0.08937 -2.24073
H 3.99084 -1.81227 0.02466
H 2.92434 -0.44368 0.23549
H 4.56344 -0.18748 -0.37625
H 4.76476 -2.49350 -2.37870
H 5.26277 -0.81588 -2.60452
H 4.14993 -1.58844 -3.75768
H 2.09993 -4.85819 -2.14614
H 1.90077 -6.75315 -0.56931
H 1.21411 -6.25105 1.79549
H 0.83156 -3.97798 2.50683
H 3.15934 -2.43212 2.40531
H 3.60447 -2.11037 4.78944
H 1.86499 -1.04521 6.24439
H -0.17922 -0.20482 5.21080
H -2.73536 1.48561 3.09225
H -0.07882 2.91672 2.62850
H -1.61892 3.71124 2.97163
H -1.43096 2.79750 1.48316
H -0.39836 1.92806 5.01658
H -1.83141 0.96441 5.39270
H -1.97704 2.69560 5.07986
H -3.30534 -0.53836 1.97077
H -2.13085 -1.83959 4.49047
H -3.78674 -2.08653 3.92991
H -3.26803 -0.48667 4.45928
H -1.41828 -2.93152 2.20142
H -1.94531 -2.17171 0.71003
H -3.12465 -3.00305 1.74126
N -4.87886 1.66622 -6.59132
C -4.33835 1.78856 -5.29454
C -4.06831 0.65666 -4.53316
C -3.57871 0.78302 -3.24300
C -3.33020 2.03690 -2.70329
C -3.62858 3.16752 -3.44785
C -4.12767 3.04542 -4.73464
S -2.69848 2.17057 -1.04057
O -3.02698 3.50744 -0.59736
O -3.28228 1.06635 -0.31447
N -1.12503 1.89637 -1.07126
C -0.29912 2.75221 -1.71382
N 1.01866 2.51350 -1.47485
C 1.90213 3.28132 -2.07595
C 1.53949 4.30669 -2.94078
C 0.17792 4.47966 -3.11562
N -0.74296 3.73783 -2.52351
H -4.62996 0.79279 -7.03229
H -4.62545 2.43652 -7.19240
H -4.24387 -0.32899 -4.94914
H -3.37883 -0.09768 -2.65182
H -3.43865 4.13690 -3.01566
H -4.35812 3.93505 -5.31162
H 2.94367 3.06922 -1.85320
H 2.27034 4.93008 -3.43477
H -0.19325 5.26636 -3.77148
B 4.38121 2.49482 3.30435
C 3.12196 2.01744 2.44322
N 2.20010 1.70646 1.81756
H 3.98525 3.31565 4.11497
H 4.86000 1.52624 3.86133
H 5.18494 3.00315 2.53997